One molecule with the formula C5H10S in a non-equilibrium geometry, computed with ωB97M-V/def2-TZVPD.

Structure (XYZ):
```
16
Properties=species:S:1:pos:R:3:nbo_charge:R:1
C -0.39 2.27 -0.07 -0.40
C -0.03 0.97 -0.14 -0.14
C -1.01 -0.08 0.32 -0.45
C -1.40 -1.14 -0.70 -0.60
S 1.57 0.53 -0.74 0.23
C 2.17 -0.75 0.37 -0.74
H 0.23 3.09 -0.35 0.20
H -1.25 2.56 0.48 0.19
H -0.50 -0.62 1.15 0.20
H -1.90 0.38 0.77 0.22
H -2.12 -1.89 -0.33 0.21
H -1.85 -0.67 -1.61 0.21
H -0.52 -1.73 -1.00 0.21
H 3.17 -0.84 0.13 0.23
H 2.18 -0.36 1.39 0.22
H 1.65 -1.71 0.32 0.21
```

Values from the calculation:
spin multiplicity: 1
SMILES: C=C(CC)SC
E_tot: -594.66003 Ha
ΔE to the lowest compared entry with this formula, charge and spin: 0.954 eV


One molecule with the formula C5H10S in a non-equilibrium geometry, computed with ωB97M-V/def2-TZVPD.

Structure (XYZ):
```
16
Properties=species:S:1:pos:R:3:nbo_charge:R:1
C 0.28 0.55 2.54 -0.54
C -0.45 0.52 -0.26 -0.55
C 0.96 0.53 3.67 -0.40
C 0.17 0.29 -1.73 -0.40
C 0.07 -1.13 -2.16 -0.62
S 0.95 0.33 0.92 0.43
H -0.88 0.70 2.48 0.20
H -1.28 -0.14 0.04 0.23
H -0.96 1.55 -0.01 0.23
H 0.43 0.71 4.69 0.19
H 1.96 0.34 3.62 0.17
H -0.43 1.00 -2.50 0.21
H 1.26 0.65 -1.83 0.22
H 0.84 -1.65 -1.75 0.21
H -0.89 -1.51 -2.03 0.21
H 0.24 -1.30 -3.15 0.21
```

Values from the calculation:
spin multiplicity: 3
E_tot: -594.46840 Ha
ΔE to the lowest compared entry with this formula, charge and spin: 1.513 eV


One molecule with the formula C5H10Si in a non-equilibrium geometry, computed with ωB97M-V/def2-TZVPD.

Structure (XYZ):
```
16
Properties=species:S:1:pos:R:3:nbo_charge:R:1
C 1.74 -0.24 1.32 -0.32
C 1.39 1.00 1.53 -0.07
C 1.07 -0.94 -0.07 -0.86
C -0.08 1.47 -1.32 -0.78
C -1.98 -0.54 0.36 -1.11
Si -0.54 -0.22 -0.85 1.32
H 2.61 -0.67 1.81 0.22
H 0.59 1.49 1.05 0.15
H 1.86 -0.84 -0.86 0.24
H 0.95 -1.97 0.35 0.24
H -0.45 2.43 -0.98 0.20
H 0.60 1.74 -2.15 0.20
H -1.54 -0.93 1.33 0.24
H -2.63 0.34 0.72 0.25
H -2.61 -1.34 -0.06 0.24
H -0.96 -0.76 -2.18 -0.17
```

Values from the calculation:
spin multiplicity: 1
E_tot: -485.79705 Ha
ΔE to the lowest compared entry with this formula, charge and spin: 4.627 eV


One molecule with the formula C5H11BO2 in a non-equilibrium geometry, computed with ωB97M-V/def2-TZVPD.

Structure (XYZ):
```
19
Properties=species:S:1:pos:R:3:nbo_charge:R:1
C 1.52 -0.02 -0.72 -0.60
C 0.11 -0.02 -0.09 -0.16
C 0.22 0.10 1.43 -0.62
C -0.67 -1.28 -0.39 -0.04
O -2.08 -1.19 -0.21 -0.71
B -2.76 -0.03 0.10 0.92
O -2.22 1.18 0.00 -0.72
C -0.69 1.21 -0.57 -0.04
H 1.68 -0.05 -1.86 0.22
H 2.09 -0.70 -0.26 0.21
H 2.05 0.94 -0.53 0.21
H 0.56 -0.84 1.98 0.22
H -0.82 0.23 1.86 0.23
H 1.00 0.88 1.79 0.22
H -0.60 -1.66 -1.41 0.19
H -0.28 -2.24 0.25 0.18
H -3.71 -0.25 0.69 -0.11
H -0.31 2.13 -0.31 0.20
H -0.88 1.25 -1.66 0.20
```

Values from the calculation:
spin multiplicity: 1
SMILES: CC1(C)COBOC1
E_tot: -372.46852 Ha
ΔE to the lowest compared entry with this formula, charge and spin: 1.041 eV


C5H11BaO2 as an isolated structure in a non-equilibrium geometry, computed with ωB97M-V/def2-TZVPD.

Structure (XYZ):
```
19
Properties=species:S:1:pos:R:3:lowdin_charge:R:1
C -1.46 -0.41 0.53 -0.07
C -2.33 -0.20 -0.69 -0.06
H -0.08 -1.48 -0.33 0.18
H -1.46 -1.43 0.92 0.13
H -1.94 0.59 -1.34 0.09
H -3.33 0.09 -0.35 0.10
H -2.43 -1.13 -1.28 0.09
O 3.12 0.16 0.22 -0.71
C 2.25 -0.90 0.15 -0.37
C 0.85 -0.62 -0.36 -0.17
O 0.08 0.26 0.45 -0.34
C 0.36 1.73 0.37 -0.29
Ba 2.98 2.32 0.47 1.86
H 2.12 -1.40 1.13 0.13
H 2.62 -1.69 -0.55 0.13
H 0.84 -0.26 -1.40 0.13
H -0.18 2.12 1.24 0.03
H -0.16 2.06 -0.55 0.03
H -1.84 0.18 1.37 0.12
```

Values from the calculation:
spin multiplicity: 1
charge: +1
E_tot: -372.71687 Ha


One molecule with the formula C5H11BrO in a non-equilibrium geometry, computed with ωB97M-V/def2-TZVPD.

Structure (XYZ):
```
18
Properties=species:S:1:pos:R:3:nbo_charge:R:1
C -0.55 1.49 -1.02 -0.60
C -0.52 0.38 0.03 -0.33
C -0.76 0.96 1.46 -0.62
C 0.52 -0.71 0.15 0.60
C 0.49 -1.74 -0.98 -0.69
O 0.76 -1.23 1.35 -0.69
Br 2.61 0.47 -0.11 -0.44
H 0.18 1.25 -1.82 0.23
H -1.50 1.51 -1.50 0.21
H -0.21 2.51 -0.70 0.24
H -1.34 -0.27 -0.24 0.22
H 0.10 1.58 1.76 0.23
H -1.63 1.61 1.63 0.22
H -0.77 0.20 2.29 0.22
H 0.26 -1.22 -2.00 0.24
H -0.30 -2.38 -0.69 0.22
H 1.32 -2.37 -0.99 0.23
H 1.34 -2.04 1.39 0.51
```

Values from the calculation:
spin multiplicity: 1
SMILES: CC(C)[C@](C)(O)Br
E_tot: -2846.32545 Ha
ΔE to the lowest compared entry with this formula, charge and spin: 0.972 eV


C5H11CeClNScSe as an isolated structure in a non-equilibrium geometry, computed with ωB97M-V/def2-TZVPD.

Structure (XYZ):
```
21
Properties=species:S:1:pos:R:3:lowdin_charge:R:1
Sc 0.99 -0.55 -1.64 0.61
Cl 2.19 -2.46 -1.26 -0.03
C 2.32 0.95 -2.29 -0.27
C -0.42 -0.90 -3.21 -0.27
H 2.03 1.24 -3.30 -0.01
H 2.31 1.83 -1.64 -0.02
H 3.32 0.50 -2.29 -0.02
H -0.26 -0.14 -3.99 -0.01
H -1.47 -0.86 -2.88 -0.02
H -0.18 -1.91 -3.58 -0.02
Ce -0.31 0.46 1.94 1.21
C -1.87 -1.19 1.88 -0.29
C -1.02 1.74 0.33 -0.33
H -2.70 -0.85 1.25 0.02
H -1.33 -2.01 1.39 0.02
H -2.20 -1.46 2.90 0.02
H -1.25 1.18 -0.63 -0.04
H -0.63 2.75 0.08 -0.03
Se 0.44 0.40 7.18 0.60
C 0.10 0.58 5.47 -0.94
N -0.08 0.69 4.28 -0.19
```

Values from the calculation:
spin multiplicity: 1
E_tot: -4349.12610 Ha
ΔE to the lowest compared entry with this formula, charge and spin: 0.691 eV


One molecule with the formula C5H11Cl in a non-equilibrium geometry, computed with ωB97M-V/def2-TZVPD.

Structure (XYZ):
```
17
Properties=species:S:1:pos:R:3:nbo_charge:R:1
C 3.24 -0.72 0.12 -0.59
C 2.21 0.31 -0.30 -0.40
C 0.82 0.18 0.34 -0.40
C -0.33 0.99 -0.34 -0.42
C -1.57 0.70 0.43 -0.42
Cl -2.25 -0.72 -0.15 -0.04
H 4.14 -0.36 -0.17 0.21
H 3.03 -1.66 -0.37 0.21
H 3.27 -0.79 1.26 0.20
H 2.27 0.30 -1.47 0.19
H 2.51 1.35 -0.17 0.20
H 0.41 -0.85 0.39 0.21
H 0.86 0.53 1.44 0.19
H -0.23 2.12 -0.24 0.20
H -0.38 0.80 -1.42 0.22
H -1.46 0.56 1.55 0.22
H -2.37 1.47 0.27 0.22
```

Values from the calculation:
spin multiplicity: 1
SMILES: CCCCCCl
E_tot: -657.26833 Ha
ΔE to the lowest compared entry with this formula, charge and spin: 0.861 eV


C5H11ClErF3Y as an isolated structure in a non-equilibrium geometry, computed with ωB97M-V/def2-TZVPD.

Structure (XYZ):
```
22
Properties=species:S:1:pos:R:3:nbo_charge:R:1
Y 0.18 -0.70 -1.59 2.06
Cl 1.15 1.57 -0.37 -0.59
C -1.24 -0.35 -3.47 -1.36
C 1.98 -1.16 -2.94 -1.36
H -1.11 -1.06 -4.31 0.21
H -2.19 -0.63 -2.96 0.18
H -1.36 0.64 -3.93 0.21
H 1.76 -1.79 -3.82 0.21
H 2.58 -1.77 -2.23 0.19
H 2.61 -0.34 -3.29 0.22
Er -0.03 0.63 1.68 1.77
C -2.08 1.47 1.87 -1.34
C -0.15 -1.37 0.64 -1.82
H -2.49 1.16 0.89 0.21
H -2.64 0.99 2.70 0.22
H -1.96 2.56 1.94 0.22
H 0.88 -1.93 0.84 0.22
H -0.87 -2.00 1.28 0.24
F 0.95 -0.10 4.84 -0.39
C 0.97 0.97 3.94 0.49
F 0.71 2.10 4.69 -0.38
F 2.35 1.12 3.61 -0.41
```

Values from the calculation:
spin multiplicity: 4
charge: -1
E_tot: -2010.26435 Ha


C5H11ClGaNPm as an isolated structure in a non-equilibrium geometry, computed with ωB97M-V/def2-TZVPD.

Structure (XYZ):
```
20
Properties=species:S:1:pos:R:3:mulliken_spin:R:1
Pm 1.66 -1.14 -2.69 4.07
Cl 2.80 -3.16 -1.76 -0.01
C 2.60 0.98 -3.10 -0.03
C -0.27 -1.15 -4.05 -0.03
H 2.20 1.42 -4.03 0.00
H 2.25 1.58 -2.23 0.00
H 3.70 0.99 -3.11 0.00
H -0.22 -0.36 -4.81 0.00
H -1.09 -0.95 -3.35 0.00
H -0.44 -2.11 -4.55 0.00
Ga -1.13 0.60 0.57 0.00
C -2.10 -1.09 0.79 0.00
C -1.56 2.03 -0.55 -0.01
H -3.10 -0.97 0.36 0.00
H -1.57 -1.92 0.30 0.00
H -2.19 -1.32 1.86 0.00
H -2.37 2.00 -1.30 0.00
H -0.97 2.97 -0.58 0.00
N 1.37 0.83 2.57 0.00
C 0.42 0.78 1.87 0.00
```

Values from the calculation:
spin multiplicity: 5
charge: -1
E_tot: -3245.15096 Ha


One molecule with the formula C5H11ClN2 in a non-equilibrium geometry, computed with ωB97M-V/def2-TZVPD.

Structure (XYZ):
```
19
Properties=species:S:1:pos:R:3:nbo_charge:R:1
C 0.78 0.64 1.66 -0.64
C 0.34 0.23 0.29 0.01
Cl -0.53 1.63 -0.51 -0.10
C 1.44 -0.06 -0.77 -0.25
N 2.32 -1.16 -0.42 -0.80
C -0.58 -0.95 0.37 -0.14
C -2.08 -0.88 0.50 -0.25
N -1.46 -1.32 -0.73 -0.59
H 1.57 1.40 1.57 0.22
H -0.09 1.05 2.20 0.24
H 1.26 -0.18 2.25 0.22
H 0.94 -0.26 -1.75 0.20
H 1.99 0.85 -0.93 0.20
H 1.75 -1.98 -0.24 0.35
H 2.72 -0.95 0.48 0.34
H -0.08 -1.86 0.76 0.21
H -2.54 -1.73 0.99 0.20
H -2.58 0.05 0.50 0.21
H -1.40 -0.56 -1.42 0.35
```

Values from the calculation:
spin multiplicity: 1
SMILES: C[C@@](Cl)(CN)[C@H]1CN1
E_tot: -766.77782 Ha
ΔE to the lowest compared entry with this formula, charge and spin: 0.806 eV


One molecule with the formula C5H11ClN2 in a non-equilibrium geometry, computed with ωB97M-V/def2-TZVPD.

Structure (XYZ):
```
19
Properties=species:S:1:pos:R:3:nbo_charge:R:1
C -1.61 1.65 1.05 -0.42
N -0.88 0.43 0.64 -0.51
C -1.36 -0.86 0.13 -0.19
C -0.11 -1.53 -0.58 -0.24
N 1.05 -0.84 -0.01 -0.43
C 2.30 -0.62 -0.69 -0.43
C 0.42 0.73 0.29 0.15
Cl 0.54 1.82 -1.18 -0.14
H -2.65 1.41 1.39 0.22
H -0.94 2.22 1.75 0.20
H -1.54 2.42 0.24 0.20
H -2.15 -0.72 -0.78 0.18
H -1.85 -1.44 0.99 0.20
H -0.10 -2.62 -0.37 0.22
H -0.24 -1.23 -1.63 0.18
H 2.28 -0.81 -1.80 0.19
H 2.69 0.32 -0.32 0.21
H 3.00 -1.40 -0.28 0.19
H 1.14 1.06 1.16 0.22
```

Values from the calculation:
spin multiplicity: 1
SMILES: CN1CCN(C)C1Cl
E_tot: -766.72645 Ha
ΔE to the lowest compared entry with this formula, charge and spin: 2.203 eV


Please write out number 6 again, unchanged.
One molecule with the formula C5H11BrO in a non-equilibrium geometry, computed with ωB97M-V/def2-TZVPD.

Structure (XYZ):
```
18
Properties=species:S:1:pos:R:3:nbo_charge:R:1
C -0.55 1.49 -1.02 -0.60
C -0.52 0.38 0.03 -0.33
C -0.76 0.96 1.46 -0.62
C 0.52 -0.71 0.15 0.60
C 0.49 -1.74 -0.98 -0.69
O 0.76 -1.23 1.35 -0.69
Br 2.61 0.47 -0.11 -0.44
H 0.18 1.25 -1.82 0.23
H -1.50 1.51 -1.50 0.21
H -0.21 2.51 -0.70 0.24
H -1.34 -0.27 -0.24 0.22
H 0.10 1.58 1.76 0.23
H -1.63 1.61 1.63 0.22
H -0.77 0.20 2.29 0.22
H 0.26 -1.22 -2.00 0.24
H -0.30 -2.38 -0.69 0.22
H 1.32 -2.37 -0.99 0.23
H 1.34 -2.04 1.39 0.51
```

Values from the calculation:
spin multiplicity: 1
SMILES: CC(C)[C@](C)(O)Br
E_tot: -2846.32545 Ha
ΔE to the lowest compared entry with this formula, charge and spin: 0.972 eV